Below is 2 unconnected molecules or ions with the total composition C3H6FNO2 at a distorted geometry, with properties calculated with wB97M-V/def2-TZVPD.

Summary:
- HOMO energy (eV) = -10.94
- frontier orbital gap (eV) = 10.39
- molecular weight (g mol⁻¹) = 107.1
- ΔE to the lowest compared entry with this formula, charge and spin (kJ/mol) = 572.1
- total charge = 0

Bonds (Å) are listed after each position.
Positions of all 13 atoms, in Å:
1 C -0.5552 1.4497 -0.1606  C2 1.551, H8 1.026, H9 1.095, H10 1.074
2 C -0.4306 0.0832 -0.8839  C1 1.551, C3 1.520, H11 1.090, H12 1.030
3 C 0.6014 -0.7191 -0.1082  C2 1.520, N4 1.531, F7 1.372
4 N 0.2926 -1.4702 1.1892  C3 1.531, O5 1.214, O6 1.198
5 O -0.7996 -1.1619 1.6210  N4 1.214
6 O 1.1554 -2.1738 1.6323  N4 1.198
7 F 1.3419 -1.5557 -0.9050  C3 1.372
8 H -1.2669 2.0977 -0.5160  C1 1.026
9 H 0.3851 1.9850 -0.3296  C1 1.095
10 H -0.9067 1.3255 0.8467  C1 1.074
11 H -1.3540 -0.4952 -0.8934  C2 1.090
12 H -0.2292 0.3070 -1.8687  C2 1.030
13 H 1.7658 0.3278 0.3762  no bonds



Below is C3H6FNO3 in the gas phase at a distorted geometry, with properties calculated with wB97M-V/def2-TZVPD.

Summary:
- HOMO energy (eV) = -10.08
- frontier orbital gap (eV) = 10.73
- molecular weight (g mol⁻¹) = 123.1
- ΔE to the lowest compared entry with this formula, charge and spin (kJ/mol) = 0.0
- SMILES = N[C@](O)(CF)C(=O)O
- total charge = 0

Bonds (Å) are listed after each position.
Positions of all 14 atoms, in Å:
1 N -0.0721 0.2640 1.2005  C2 1.409, H9 0.995, H10 1.071
2 C 0.3440 0.2168 -0.1451  N1 1.409, O3 1.432, C4 1.622, C6 1.578
3 O 0.2895 1.4885 -0.8003  C2 1.432, H11 0.960
4 C -0.6579 -0.7288 -1.0004  C2 1.622, F5 1.402, H12 1.194, H13 1.147
5 F -0.7236 -2.0317 -0.4877  C4 1.402
6 C 1.8372 -0.2871 -0.0629  C2 1.578, O7 1.194, O8 1.369
7 O 2.7508 0.4438 -0.2989  C6 1.194
8 O 2.0348 -1.5357 0.4614  C6 1.369, H14 0.909
9 H -0.3352 1.1996 1.4124  N1 0.995
10 H -1.0024 -0.2262 1.4031  N1 1.071
11 H 0.9900 1.5478 -1.4544  O3 0.960
12 H -1.7696 -0.3314 -0.8220  C4 1.194
13 H -0.4520 -0.8662 -2.1205  C4 1.147
14 H 1.2435 -1.9813 0.4959  O8 0.909